# 1
{"formula": "BrFH2Si", "method": "ωB97M-V with the def2-TZVPD basis set", "species": ["F", "Si", "Br", "H", "H"], "positions_angstrom": [[-2.32, -0.38, 1.37], [0.34, 0.22, -0.29], [1.92, -1.28, -0.20], [0.59, 1.35, 0.55], [-0.54, 0.09, -1.43]], "lowdin_charge": [-0.688, 0.508, 0.355, -0.088, -0.087], "charge": 0, "e_above_lowest_ev": 5.708, "e_tot_ev": -80666.9320}


# 2
{"formula": "BrFIN", "method": "ωB97M-V with the def2-TZVPD basis set", "species": ["F", "N", "Br", "I"], "positions_angstrom": [[-0.29, -0.44, -0.78], [0.33, 0.12, 0.29], [-1.26, -0.31, 1.84], [0.72, 2.04, -0.12]], "lowdin_charge": [-0.270, -0.808, 0.275, 0.803], "charge": 0, "e_above_lowest_ev": 0.692, "smiles": "FN(Br)I", "e_tot_ev": -82346.2893}


# 3
{"formula": "BrFO2S", "method": "ωB97M-V with the def2-TZVPD basis set", "species": ["O", "S", "O", "F", "Br"], "positions_angstrom": [[-0.74, 1.39, -0.06], [-0.23, 0.04, 0.03], [-1.03, -1.04, -0.23], [0.47, -0.17, 1.37], [1.52, -0.21, -1.11]], "lowdin_charge": [-0.300, 0.175, -0.279, -0.189, 0.594], "charge": 0, "e_above_lowest_ev": 0.000, "smiles": "O=S(=O)(F)Br", "e_tot_ev": -87689.3423}


# 4
{"formula": "BrH18O9", "method": "ωB97M-V with the def2-TZVPD basis set", "species": ["Br", "O", "H", "H", "O", "H", "H", "O", "H", "H", "O", "H", "H", "O", "H", "H", "O", "H", "H", "O", "H", "H", "O", "H", "H", "O", "H", "H"], "positions_angstrom": [[0.17, -0.18, 0.42], [1.41, 3.16, -0.41], [0.96, 3.62, -1.13], [1.44, 2.25, -0.70], [-0.11, -1.76, 3.14], [0.38, -1.34, 3.82], [-0.11, -1.20, 2.36], [-3.11, -1.11, 0.32], [-3.97, -0.74, 0.37], [-2.49, -0.45, 0.65], [2.23, 1.42, 2.50], [1.57, 0.99, 1.94], [2.84, 1.80, 1.89], [3.25, -1.32, -0.49], [2.46, -1.10, 0.01], [3.05, -2.21, -0.79], [-1.64, 0.71, -1.95], [-1.05, 1.19, -2.52], [-1.06, 0.47, -1.24], [-1.70, 2.75, 0.06], [-1.13, 2.06, -0.18], [-1.62, 3.38, -0.65], [1.15, -1.21, -2.84], [0.36, -1.03, -3.35], [0.80, -1.16, -1.99], [-1.07, -3.19, 0.24], [-1.92, -3.56, 0.05], [-1.08, -2.25, 0.47]], "lowdin_charge": [0.447, -0.062, 0.026, -0.010, -0.097, 0.006, -0.154, -0.069, 0.015, -0.011, -0.094, -0.116, 0.005, -0.093, -0.087, 0.028, -0.103, 0.023, -0.186, -0.056, -0.116, 0.024, -0.058, 0.025, -0.090, -0.101, 0.005, -0.101], "charge": -1, "e_above_lowest_ev": 1.299, "e_tot_ev": -88765.6571}


# 5
{"formula": "BrH2NO2S", "method": "ωB97M-V with the def2-TZVPD basis set", "species": ["N", "O", "O", "S", "Br", "H", "H"], "positions_angstrom": [[0.29, -0.37, 0.19], [-0.64, -2.47, -1.18], [-0.42, -2.49, 1.25], [0.08, -2.09, -0.01], [3.32, 0.20, -0.20], [0.87, 0.28, -0.37], [0.90, -0.35, 1.02]], "lowdin_charge": [-0.153, -0.336, -0.336, 0.679, 0.185, -0.042, 0.002], "charge": 0, "e_above_lowest_ev": 2.582, "e_tot_ev": -86491.8821}


# 6
{"formula": "BrH2NOS2", "method": "ωB97M-V with the def2-TZVPD basis set", "species": ["N", "O", "S", "S", "Br", "H", "H"], "positions_angstrom": [[-0.77, 0.80, -0.79], [0.42, -0.34, 1.58], [0.21, -2.44, -0.31], [0.52, -0.69, 0.21], [-1.98, 1.28, 0.48], [-0.35, 1.65, -1.03], [1.95, -0.27, -0.13]], "lowdin_charge": [-0.609, -0.540, 0.306, 0.201, 0.624, -0.072, 0.089], "charge": 0, "e_above_lowest_ev": 2.326, "e_tot_ev": -95278.6088}


# 7
{"formula": "BrH3NO2P", "method": "ωB97M-V with the def2-TZVPD basis set", "species": ["H", "N", "P", "O", "H", "O", "Br", "H"], "positions_angstrom": [[-1.44, -2.07, -0.51], [-1.59, -1.08, -0.31], [-0.78, -0.50, 0.88], [-1.37, 0.97, 0.88], [-2.15, 0.95, 0.28], [1.96, 0.71, -0.66], [2.91, -0.44, 0.29], [2.45, 1.46, -0.84]], "lowdin_charge": [-0.045, -0.294, 0.709, -0.375, 0.047, -0.655, 0.662, -0.049], "charge": 0, "e_above_lowest_ev": 0.771, "smiles": "[H]/N=P/O.OBr", "e_tot_ev": -84963.5555}


# 8
{"formula": "BrH3O3Si", "method": "ωB97M-V with the def2-TZVPD basis set", "species": ["O", "Si", "O", "Br", "H", "O", "H", "H"], "positions_angstrom": [[-1.64, 1.22, 0.58], [-2.33, -0.05, 0.24], [-1.81, -1.45, -0.25], [-4.45, -0.31, 0.13], [-0.92, -1.64, -0.33], [1.51, -0.20, -0.26], [2.24, 0.41, -0.72], [1.17, 0.39, 0.51]], "lowdin_charge": [-0.321, -0.096, -0.120, 0.499, 0.028, -0.159, 0.098, 0.071], "charge": 0, "e_above_lowest_ev": 2.643, "smiles": "O=[Si](O)Br.O", "e_tot_ev": -84113.6413}


# 9
{"formula": "BrH3P2", "method": "ωB97M-V with the def2-TZVPD basis set", "species": ["P", "P", "Br", "H", "H", "H"], "positions_angstrom": [[0.08, 0.81, 0.10], [-1.18, -0.91, 0.26], [-3.14, 0.19, -0.21], [0.03, 0.98, 1.40], [1.28, 0.22, 0.53], [-0.78, -1.54, -1.62]], "lowdin_charge": [0.337, 0.024, -0.003, -0.221, -0.147, 0.010], "charge": 0, "e_above_lowest_ev": 1.844, "e_tot_ev": -88666.5087}


# 10
{"formula": "BrH4N2P", "method": "ωB97M-V with the def2-TZVPD basis set", "species": ["N", "P", "N", "Br", "H", "H", "H", "H"], "positions_angstrom": [[-0.54, -1.15, -0.28], [0.38, -0.28, 0.81], [-0.24, 1.19, 0.52], [2.71, -0.09, -0.30], [-0.80, -0.78, -1.26], [-0.14, -2.02, -0.53], [-0.16, 2.10, 0.97], [-1.22, 1.04, 0.08]], "lowdin_charge": [-0.276, 0.501, -0.277, -0.206, 0.101, 0.012, 0.060, 0.085], "charge": 0, "e_above_lowest_ev": 0.404, "smiles": "NP(N)Br", "e_tot_ev": -82377.1701}


# 11
{"formula": "BrH4N2P", "method": "ωB97M-V with the def2-TZVPD basis set", "species": ["H", "N", "P", "N", "H", "H", "Br", "H"], "positions_angstrom": [[-0.96, 3.06, 0.62], [-0.55, 2.15, 0.40], [0.96, 2.07, 0.47], [1.08, 0.43, 0.29], [0.32, -0.03, -0.14], [1.85, -0.22, 0.49], [-1.18, -3.12, -1.34], [-1.51, -4.33, -0.79]], "lowdin_charge": [-0.048, -0.349, 0.624, -0.261, -0.010, 0.042, 0.335, -0.332], "charge": 0, "e_above_lowest_ev": 1.414, "smiles": "[H]/N=P/N.Br", "e_tot_ev": -82376.1609}


# 12
{"formula": "BrH8O4", "method": "ωB97M-V with the def2-TZVPD basis set", "species": ["Br", "O", "H", "H", "O", "H", "H", "O", "H", "H", "O", "H", "H"], "positions_angstrom": [[-0.95, 0.66, -0.88], [-0.04, 3.34, 1.48], [-0.06, 2.68, 0.78], [0.79, 3.17, 1.93], [-2.29, -1.84, 1.41], [-2.68, -2.61, 0.98], [-2.16, -1.21, 0.70], [0.11, -1.99, -2.25], [-0.04, -1.17, -1.77], [1.00, -2.24, -2.02], [2.29, 0.21, 0.17], [2.67, 0.63, -0.61], [1.35, 0.37, 0.08]], "lowdin_charge": [0.535, -0.061, -0.068, 0.034, -0.055, 0.037, -0.054, -0.095, -0.170, 0.033, -0.072, 0.035, -0.099], "charge": 0, "e_above_lowest_ev": 0.113, "s2": 0.752, "spin_multiplicity": 2, "e_tot_ev": -78360.6634}


# 13
{"formula": "BrHOS", "method": "ωB97M-V with the def2-TZVPD basis set", "species": ["O", "S", "Br", "H"], "positions_angstrom": [[1.22, -0.32, -0.35], [-0.81, 0.70, 0.47], [-2.08, -0.99, 0.29], [1.68, 0.61, -0.41]], "lowdin_charge": [-0.380, 0.169, 0.197, 0.014], "charge": 0, "e_above_lowest_ev": 2.447, "e_tot_ev": -82937.9911}


# 14
{"formula": "BrIO2S2", "method": "ωB97M-V with the def2-TZVPD basis set", "species": ["O", "O", "S", "S", "Br", "I"], "positions_angstrom": [[0.97, -0.65, 0.15], [-0.19, 1.16, 1.60], [-0.16, -0.25, 1.39], [0.74, -0.69, -1.47], [0.74, 1.51, -1.79], [-2.11, -1.07, 0.11]], "lowdin_charge": [-1.016, -0.510, 0.496, 0.322, 0.246, 0.461], "charge": 0, "e_above_lowest_ev": 0.125, "e_tot_ev": -103907.1092}


# 15
{"formula": "BrIO2S2", "method": "ωB97M-V with the def2-TZVPD basis set", "species": ["O", "O", "S", "S", "Br", "I"], "positions_angstrom": [[1.69, 0.02, -1.81], [0.09, 1.15, 0.80], [-1.15, 0.42, 1.37], [1.63, -0.12, -0.35], [0.74, -2.13, 0.19], [-3.00, 0.66, -0.20]], "lowdin_charge": [-0.562, -0.866, 0.258, 0.570, 0.234, 0.366], "charge": 0, "e_above_lowest_ev": 0.706, "e_tot_ev": -103906.5281}


# 16
{"formula": "BrNO2S", "method": "ωB97M-V with the def2-TZVPD basis set", "species": ["N", "S", "O", "O", "Br"], "positions_angstrom": [[1.77, -0.54, 0.87], [0.74, 0.20, 0.10], [0.68, 1.23, -0.96], [-0.82, -0.58, 0.25], [-2.37, -0.30, -0.25]], "lowdin_charge": [-0.222, 0.777, -0.364, -1.034, 0.844], "charge": 0, "e_above_lowest_ev": 2.088, "smiles": "N#S(=O)OBr", "e_tot_ev": -86457.0579}


# 17
{"formula": "BrO4S", "method": "ωB97M-V with the def2-TZVPD basis set", "species": ["O", "O", "O", "O", "S", "Br"], "positions_angstrom": [[-0.66, 0.77, -0.90], [-0.51, -1.65, -0.58], [-0.81, -0.21, 1.35], [1.94, 1.35, 0.11], [-0.38, -0.32, -0.02], [1.94, -0.30, 0.24]], "lowdin_charge": [-0.339, -0.422, -0.383, -0.929, 0.228, 0.845], "charge": -1, "e_above_lowest_ev": 2.168, "e_tot_ev": -89066.4832}


# 18
{"formula": "BrTiV", "method": "ωB97M-V with the def2-TZVPD basis set", "species": ["Ti", "V", "Br"], "positions_angstrom": [[-15.00, 18.83, 10.02], [-16.07, 17.74, 14.37], [-16.51, 19.47, 12.22]], "lowdin_charge": [1.293, 0.686, 0.021], "charge": 2, "s2": 12.008, "spin_multiplicity": 7, "e_tot_ev": -118823.0562}


# 19
{"formula": "BrV", "method": "ωB97M-V with the def2-TZVPD basis set", "species": ["V", "Br"], "positions_angstrom": [[-0.97, 0.49, 0.03], [0.97, -0.49, -0.03]], "lowdin_charge": [1.232, 0.768], "charge": 2, "e_above_lowest_ev": 0.000, "s2": 2.430, "spin_multiplicity": 3, "e_tot_ev": -95704.7941}